# C27H47CrFGeI2N3O3Si3

A molecular structure, C27H47CrFGeI2N3O3Si3 (ωB97M-V/def2-TZVPD, the Open Molecules 2025 dataset).

Output
<S²>: 8.861
M: 943.36 g/mol
Energy above the lowest of the compared OMol25 structures with the same formula, charge and spin: 25.67 kcal/mol
Spin multiplicity: 6
DFT total energy: -6131.6906 Ha
HOMO (spin up / spin down): -11.95 / -12.25 eV
Total charge: +2

The geometry in XYZ format:
```
88
Properties=species:S:1:pos:R:3:forces:R:3
Cr -0.1166 -0.0289 -0.2046 0.689 -0.138 0.511
I 0.5713 -1.7259 -1.9465 0.106 -0.227 -0.177
C 3.5282 -1.7438 0.3632 0.143 -0.049 0.052
I 2.7955 0.0753 0.9454 0.104 -0.041 -0.012
H 4.0218 -1.7983 -0.5937 -0.094 0.031 0.011
H 3.6507 -2.4903 1.1323 -0.064 0.046 -0.042
F 0.3618 6.5542 -1.4765 -0.022 0.053 -0.009
C 0.3944 5.9793 -0.2590 0.014 0.014 -0.041
C 0.3574 4.6254 -0.2008 0.023 -0.146 -0.060
C 0.2945 3.9634 1.0334 0.039 0.071 0.043
C 0.1140 2.5352 1.0968 -0.054 -0.087 0.094
O 0.0170 1.8701 0.0151 0.038 0.535 -0.250
C 0.0284 1.9598 2.3809 -0.093 -0.099 -0.048
C 0.1346 2.7684 3.4833 -0.005 -0.053 0.060
N 0.2930 4.0941 3.4340 0.057 0.070 0.066
C 0.2762 4.8609 4.6719 0.052 0.047 -0.031
C 1.0191 4.3414 5.8592 0.045 -0.106 0.038
C 1.5284 5.5496 5.1350 0.088 0.033 -0.054
C 0.3442 4.7338 2.2018 -0.013 0.003 -0.047
C 0.4378 6.1287 2.1183 -0.008 0.103 0.096
C 0.4377 6.7934 0.8992 0.040 0.026 0.082
N 0.4609 8.1837 0.8322 -0.046 0.104 -0.139
C 0.0689 9.0339 1.9383 0.083 -0.084 -0.182
C 1.2474 9.8637 2.4297 -0.136 -0.096 0.067
N 1.7393 10.6983 1.2747 0.035 -0.282 -0.002
C 2.1331 9.8181 0.1137 -0.124 -0.091 -0.163
C 0.9354 8.9680 -0.2990 0.122 -0.012 0.237
C -0.3592 0.5238 2.6455 0.003 0.138 -0.139
O -0.3675 0.1115 3.7766 -0.005 -0.087 0.080
O -0.7375 -0.1792 1.5995 0.100 -0.087 -0.158
H 0.3578 4.0528 -1.1188 -0.111 0.021 0.015
H 0.0567 2.3169 4.4643 -0.038 0.024 -0.018
H -0.6683 5.3605 4.8431 -0.054 -0.025 -0.020
H 1.5883 3.4281 5.7434 -0.013 0.035 -0.007
H 0.5582 4.4580 6.8292 -0.024 0.029 -0.036
H 2.4214 5.4201 4.5362 -0.039 -0.029 -0.001
H 1.4281 6.5213 5.6003 -0.029 -0.032 0.009
H 0.5203 6.6866 3.0379 -0.006 -0.019 -0.022
H -0.3376 8.4567 2.7609 -0.035 -0.001 0.032
H -0.7264 9.7125 1.6003 -0.039 -0.029 0.033
H 2.0685 9.2202 2.7394 0.094 0.063 -0.017
H 0.9704 10.5214 3.2510 0.010 0.103 -0.061
H 2.5196 11.2899 1.5595 0.031 0.048 0.015
H 0.9820 11.3142 0.9700 0.029 0.128 0.026
H 2.9574 9.1910 0.4462 0.042 0.039 0.080
H 2.4678 10.4475 -0.7086 -0.010 0.108 0.064
H 1.2465 8.3441 -1.1257 -0.008 -0.020 -0.002
H 0.1308 9.6196 -0.6618 -0.012 -0.021 -0.043
C -2.0584 0.6441 -3.5475 -0.196 -0.018 -0.433
Si -3.1204 -0.6736 -2.7633 0.817 0.434 0.669
C -4.9280 -0.2609 -2.8272 -0.163 -0.055 0.097
C -2.7387 -2.4214 -3.2242 -0.143 -0.164 -0.054
Ge -2.6661 -0.1338 -0.2375 -1.775 -0.212 -0.269
Si -3.6385 2.0719 0.0875 0.109 0.322 0.196
C -3.4131 2.6202 1.8756 0.222 -0.091 0.086
C -2.8445 3.3077 -1.0928 0.125 0.018 -0.019
C -5.4949 2.1474 -0.1680 -0.075 -0.278 -0.100
Si -3.6669 -1.7290 1.2979 0.265 0.082 -0.115
C -5.4845 -1.7718 0.8619 -0.070 -0.004 -0.157
C -3.4586 -1.1667 3.0564 0.056 0.060 0.108
C -2.7945 -3.3331 0.9360 -0.033 -0.139 0.081
H -1.7807 0.3508 -4.5660 -0.006 0.075 0.052
H -1.1397 0.7997 -2.9891 0.082 -0.024 -0.030
H -2.6023 1.5902 -3.6012 0.029 -0.032 0.002
H -5.2943 -0.5023 -3.8328 0.028 0.008 0.069
H -5.0993 0.7993 -2.6485 -0.002 -0.041 -0.062
H -5.5184 -0.8361 -2.1100 -0.010 0.037 -0.084
H -3.5219 -2.7844 -3.8977 0.025 -0.007 0.042
H -2.7005 -3.0857 -2.3601 -0.012 0.008 -0.038
H -1.7813 -2.4833 -3.7355 0.006 -0.022 -0.016
H -2.4421 2.3516 2.2988 -0.157 0.061 -0.018
H -4.1803 2.1500 2.4965 0.040 0.036 -0.010
H -3.5356 3.7056 1.9555 -0.032 -0.048 -0.026
H -1.8458 2.9886 -1.3973 -0.037 0.056 -0.006
H -2.7599 4.2953 -0.6255 -0.050 -0.059 -0.032
H -3.4509 3.4209 -1.9955 0.036 -0.013 0.035
H -6.0191 1.3856 0.4145 -0.003 0.093 -0.027
H -5.8018 2.0432 -1.2090 -0.014 0.044 0.087
H -5.8364 3.1273 0.1824 0.056 -0.048 -0.003
H -5.9428 -0.7870 0.9806 -0.012 -0.070 0.010
H -6.0022 -2.4611 1.5365 0.036 0.028 -0.042
H -5.6649 -2.1112 -0.1617 -0.008 -0.006 0.084
H -3.7775 -0.1283 3.1815 -0.020 -0.057 0.023
H -2.4204 -1.2389 3.3833 -0.052 -0.010 -0.004
H -4.0719 -1.7874 3.7167 0.013 0.023 -0.029
H -2.9475 -3.6448 -0.0998 0.007 -0.004 0.045
H -3.1546 -4.1370 1.5852 0.028 0.033 -0.037
H -1.7204 -3.2214 1.1024 -0.018 -0.026 -0.003
```
Forces are in eV/Å.